Here is a gas-phase ion, C9H17N2 (charge +1) in a non-equilibrium geometry from the OMol25 dataset. Energies are from ωB97M-V with the def2-TZVPD basis set.

Atoms and positions in Å:
C -3.651823 1.189925 0.428319
C -2.415031 0.766234 -0.264825
N -1.267113 1.280844 -0.059894
C -0.285867 -0.125409 -0.070626
C 0.959347 -0.614055 0.435681
C 1.667954 -1.978733 0.262661
N 2.109707 0.393767 0.584301
C 2.677091 0.415532 -0.785006
C 1.518890 1.602297 1.087678
C -0.879996 -0.720110 -1.253598
C -2.445252 -0.499152 -1.028434
H -3.702249 2.163606 0.863230
H -3.595153 0.680477 1.373933
H -4.414288 0.729656 -0.193810
H 0.986893 -2.603445 -0.324036
H 1.993876 -2.455109 1.194150
H 2.594609 -1.806333 -0.139149
H 2.818305 0.071884 1.244568
H 1.781610 0.590588 -1.438361
H 3.180081 1.300444 -0.829114
H 3.302888 -0.355249 -0.974725
H 0.501031 1.741492 0.620654
H 1.460567 1.373035 2.167320
H 2.299518 2.336400 0.940710
H -0.570621 -0.025976 -2.028226
H -0.743683 -1.751019 -1.590117
H -2.957097 -1.246871 -0.513986
H -3.052583 -0.351413 -1.904731

Atoms 1-2, force components in eV/Å:
C 0.38 -0.56 -0.74
C 0.48 -0.12 0.82

Its charge is +1. The relative energy (zero: lowest compared OMol25 entry of this formula, charge and spin) comes out at 5.707 eV. The gap between HOMO and LUMO is 9.6 eV. For the LUMO energy, the calculation gives -3.224 eV.